Molecular formula: C25H33N6O17V
Method: DFT, ωB97M-V/def2-TZVPD

```
82
Properties=species:S:1:pos:R:3
N 0.60335 -5.30372 10.88153
H -1.97324 -5.37064 5.03603
O 1.58999 -1.13692 -2.83628
O 3.50979 0.03571 -1.83957
H -7.20486 -1.05462 0.98947
H -3.23747 -6.42652 4.19838
C -5.13112 -1.35659 1.01696
C 7.93020 -0.39441 4.16292
H -0.35712 -6.35249 12.36463
O 8.78258 -2.30269 5.02778
C -3.50899 -9.43783 -0.40776
N -4.06800 2.78539 9.32668
H -1.40316 2.26628 9.23682
N 8.14068 -1.87202 4.05914
O -3.20878 -8.15891 5.92460
O -1.44434 0.30019 0.19245
C -4.06814 1.48935 7.13541
H 5.62112 -4.55049 -4.90929
C -1.97358 0.40866 6.52655
H 2.59267 -4.49005 -5.35078
H -5.57457 -9.29384 -1.04397
O 1.18018 -6.33683 10.65366
C 4.62265 -4.17249 -4.68956
C -3.78583 0.50163 0.43075
H -1.32452 -5.34139 11.73809
C -3.38626 0.60784 6.28405
C 3.59308 -4.89431 -5.50524
H -0.30061 0.57645 7.70305
H 8.07187 0.06770 3.18594
O 0.00048 -7.22759 -0.29367
V 2.70770 -1.32858 -1.74485
H 2.18143 -1.87997 3.71104
C -2.26121 -6.35924 4.67847
C -1.96794 1.75880 8.46878
H -4.99072 2.28724 -0.17318
H 3.80521 -2.96377 4.90976
H -2.95792 -1.32826 0.95121
H 2.53101 -3.37889 5.68804
H -7.06584 1.24770 0.05231
C -3.88667 -0.78800 0.84196
C -1.31451 0.94009 7.62457
H 3.96043 -4.65955 -6.50426
H 4.66013 -3.10041 -4.88281
O -2.38329 2.24421 -0.12184
H -5.54655 -6.98239 -1.73569
O 7.78003 -2.38014 3.01317
H 8.39763 0.16913 4.97040
N -1.01483 -6.69671 -0.77424
C -6.25364 -0.56172 0.85299
O 3.38480 -5.04147 4.72587
C -3.43894 -6.76747 -1.29699
C -4.62829 -8.79057 -0.91102
C 2.98295 -3.65794 4.73621
H -4.02729 0.21497 5.50872
N -2.47005 1.06008 0.17136
O 0.89615 -4.24302 10.34873
H -3.69800 -10.39832 0.04845
O 4.41245 -4.27570 -3.25114
H -1.38810 -0.23035 5.88212
H -5.14065 1.52104 7.01244
N -2.31043 -7.34249 5.80557
H 3.60743 -5.98041 -5.41424
O -5.23579 2.87531 9.37067
H 1.27574 -3.23028 3.43884
C -2.28117 -7.42346 -0.86748
C -6.18292 0.68737 0.32231
C -3.35063 2.07389 8.23371
H -3.39017 -5.71587 -1.53811
O -1.32567 -7.25448 6.54007
O -1.06736 -5.50260 -0.96266
C -2.35474 -8.77176 -0.41754
C -4.92211 1.24211 0.09026
H -1.43567 -6.64975 4.02871
C -4.64761 -7.46056 -1.37560
C -0.27741 -5.31510 12.03969
O -3.41124 3.35540 10.10270
H 6.85457 -0.24014 4.24846
C 2.32451 -2.93998 3.50129
O 2.80575 -3.09148 2.13939
H -5.18685 -2.43414 1.06379
H 0.00129 -4.59352 12.80764
H -1.44828 -9.13021 0.04748
```

Properties
Multiplicity: 1
Total charge: -2
Total energy: -3523.00729 Eh
Orbital gap: 2.25 eV



Molecular formula: C4H5NO2
Method: DFT, ωB97M-V/def2-TZVPD

```
12
Properties=species:S:1:pos:R:3
H -0.21428 -0.60151 1.33868
H -0.35920 2.44803 -0.17384
H -0.38212 1.48212 1.18226
O 1.29216 0.87374 -0.18186
C -0.89582 0.26593 -0.55046
C -0.45395 -0.82551 0.28960
H 1.23301 -2.59667 -0.12212
C -0.27088 1.40606 0.12011
H -0.69478 0.18867 -1.57173
C 0.84505 -1.47057 -0.20173
O -1.84190 -0.68941 -0.07553
N 1.74271 -0.48088 -0.05339
```

Properties
Multiplicity: 1
SMILES: C1=NOC[C@@H]2O[C@@H]12
Energy relative to the best compared isomer or geometry (same formula, charge and spin): 163.79 kcal per mole
Total charge: 0
Total energy: -360.40840 Eh
Orbital gap: 10.34 eV



Molecular formula: C3H10N2
Method: DFT, ωB97M-V/def2-TZVPD

```
15
Properties=species:S:1:pos:R:3
C -0.69002 0.93924 0.41995
N 1.12219 -1.54849 0.01295
H -0.75173 0.74606 -1.62436
H 0.45663 2.04329 1.81834
H 0.79109 0.98439 -1.04655
H -1.67710 0.36425 0.40737
N 0.60487 1.08290 1.53048
H -0.32775 0.26902 1.43727
H -0.93637 -1.63917 -0.81282
H 0.33712 -1.34890 -1.89209
C -0.14334 0.41086 -0.82013
H -1.10195 1.90453 0.30009
H 0.90891 -2.35488 0.48824
C 0.02632 -1.11852 -0.88240
H 1.38111 -0.73459 0.66365
```

Properties
Multiplicity: 1
Energy relative to the best compared isomer or geometry (same formula, charge and spin): 108.39 kcal per mole
Total charge: 0
Total energy: -229.63653 Eh
Orbital gap: 9.82 eV



Molecular formula: C30H44N2OSi
Method: DFT, ωB97M-V/def2-TZVPD

```
78
Properties=species:S:1:pos:R:3
H -3.49909 4.69757 0.02920
C -0.97909 -1.18452 5.85468
C -1.18097 1.68096 -0.87383
C -0.94103 -3.88603 6.42459
H 1.03505 4.77874 -0.27006
C 0.36445 5.53693 -0.89701
H 2.50971 -4.48598 0.00262
H -0.21270 6.20361 -0.09444
C -3.04146 3.60236 -0.00195
C 2.75010 2.34695 -2.19894
C 2.22802 3.54819 -3.21847
C -0.80042 -2.86042 -1.33280
H -0.25058 1.34859 -1.50043
C -0.40597 4.20422 -3.76072
H -1.31644 3.80461 -4.38174
C 0.17879 -3.60158 -0.24613
H -0.01042 5.21054 -4.26195
H 2.24511 4.61533 -2.73915
H 0.52832 2.03515 -3.41597
C -0.19764 -2.46565 -2.83316
H 2.62967 -3.10819 -4.92464
H -1.89959 -2.60654 -1.00417
C -3.22308 0.95475 1.06251
C 0.00680 -5.33274 3.76683
H 1.32471 -0.12545 -4.91496
H -3.71109 0.12675 1.76151
H -2.86549 -2.51700 6.33729
H 0.99084 6.25212 -1.58414
C -2.06039 -3.65346 3.44787
H 1.88420 1.82093 -1.60785
H 3.52241 2.74611 -1.38083
H 0.86831 -2.55508 -5.35646
H 4.56874 1.02238 -2.65222
C 2.24656 -0.77513 -4.59956
C 0.60125 -5.07803 2.22682
H -1.53888 -0.55488 0.12465
O -1.70804 -4.81845 5.56892
C 1.77103 -2.37524 -4.59619
C 3.49198 1.17843 -3.09484
H 0.61885 -6.08153 4.46631
C -3.78098 2.49684 0.98511
H -1.64312 -0.20673 5.85896
H -3.25660 5.38904 -2.80942
H 0.78874 -1.61235 7.31787
C 0.52558 -0.87005 6.44616
H -3.02658 -3.10142 3.85531
H -2.06310 6.84054 -2.94905
Si -0.96722 4.66626 -1.98088
N -1.24229 -4.63732 4.30951
H -0.91451 -1.92139 -3.58608
H -4.70271 2.78471 1.68399
H 1.29808 -1.08611 5.56939
C -0.24802 -4.01598 1.28745
H -0.84386 -1.49254 4.73245
C -1.92227 0.57372 0.09277
H 3.02706 3.57876 -4.10496
H 3.59821 1.47991 -4.24545
H -2.21439 -2.51703 1.29018
C 1.72813 -3.95731 -0.70779
H -1.71228 -2.12795 7.79976
H 1.58574 -5.62292 1.83422
H 3.53764 -1.08404 -2.74601
C 2.73102 -0.27622 -3.08017
H 3.10289 -0.66068 -5.40637
C 2.19283 -3.52279 -2.22676
H 0.98543 2.91174 -5.01980
H 1.83044 -0.35550 -2.33134
H -2.81800 6.38433 -1.18209
C -1.71691 -2.43037 6.65118
H 0.11727 -3.61610 5.97723
C -1.58597 -3.29810 1.91601
C -1.71843 3.22685 -0.95024
N 1.26343 -2.79744 -3.20314
H 0.63328 0.25714 6.79064
C -2.41354 5.97756 -2.20204
H 3.29217 -3.74564 -2.63208
C 0.78954 3.08795 -3.85530
H -0.75921 -4.34870 7.48956
```

Properties
Multiplicity: 1
Total charge: +2
Total energy: -1642.16007 Eh
Orbital gap: 4.08 eV



Molecular formula: C20H50N4O8S
Method: DFT, ωB97M-V/def2-TZVPD

```
83
Properties=species:S:1:pos:R:3
H -2.99465 -3.50574 0.68354
H -4.61972 -4.32886 2.28140
H 3.12525 6.28478 -1.74721
H 1.83107 6.14864 -2.94035
H -4.63134 -8.52969 2.61422
H -7.19706 -7.28949 2.03958
H -2.17921 -6.33309 -0.30913
C 1.31067 1.44701 2.28167
H -1.74793 -4.72196 1.00433
C 6.14886 3.86157 -2.98529
C -1.91897 -3.68019 0.72869
H 2.26241 7.72252 -2.30065
C 6.26029 6.21848 -2.59110
H 6.59932 6.35785 -1.56174
N -0.19599 6.85761 -1.40045
H 7.77415 4.75326 -0.67450
S -2.11250 -0.08836 2.26238
H -3.62778 -5.64264 -1.09417
H 0.15961 -4.77127 -0.64041
C -1.99734 -3.87854 -1.81787
H 2.21654 4.85064 0.01338
C -0.94084 1.68101 1.06760
H 0.62871 5.18679 0.69640
H 5.37671 4.01042 -0.49139
H -3.74273 -6.30001 1.79922
O 5.45167 5.06350 -2.72048
H 7.12406 6.18057 -3.26063
O -3.05615 -1.13390 2.13434
C -1.25186 -3.32535 -0.59578
C 1.18698 5.13334 -0.24328
H 8.48545 3.15957 -0.49826
O 0.56876 4.09937 -0.98727
H -0.85461 6.85267 -0.62674
H -1.02000 2.41344 3.15523
H -3.06802 -3.64209 -1.76108
H 5.40903 3.19192 -3.43270
H 6.98448 2.14952 -2.04119
H 1.15842 0.76486 3.11298
H 2.42780 3.49584 -1.70995
H -4.34408 -6.53668 4.18261
O -5.57649 -5.70905 1.04547
C 0.54080 1.43803 1.15896
H -5.89675 -3.71030 1.21985
C -5.60322 -4.54526 1.85530
C 7.98973 3.82523 -1.20378
N 5.74137 3.07570 -0.65616
O -1.59678 0.34839 0.84672
H -2.21005 3.16989 2.02187
H -1.04401 2.24929 0.14929
H -0.50823 6.09573 -1.99645
C -5.28101 -7.65030 2.56883
H 0.62031 -3.43763 -1.39826
C -5.29582 -7.02234 3.95854
C 6.72274 3.16855 -1.74152
C 1.14016 6.51803 -0.90362
H -6.08968 -6.28299 4.06221
C 2.14616 6.67135 -2.03776
O -1.10556 -0.30142 3.25104
H 8.69245 4.04543 -2.00963
H -1.60737 -3.38199 -2.71105
H 5.64728 7.07826 -2.86083
H -4.50451 -7.33906 0.59804
H 1.02361 2.50774 -2.16483
O -1.81382 -5.26231 -2.04762
N 0.14891 -3.75824 -0.55718
H -2.78836 -7.03382 -1.81014
N -6.63384 -8.11064 2.24385
H -1.51983 -3.06849 1.53405
H 2.16589 2.11225 2.36978
H 1.40086 7.24565 -0.12925
H 4.93518 2.54722 -0.97809
H 1.02452 1.20451 0.21240
H 1.27228 4.06809 -2.94642
C -2.64839 -6.09834 -1.26765
C -4.70344 -6.73004 1.48496
H -5.46825 -7.78894 4.71333
H -1.26123 -2.23425 -0.68607
C -1.66217 2.27509 2.29467
H -6.33930 -4.63384 2.65781
H 6.92608 4.02968 -3.74195
O -2.73209 1.33903 2.61411
H -6.61189 -8.61911 1.36457
C 1.37425 3.52789 -2.00339
```

Properties
Multiplicity: 1
Total charge: 0
Total energy: -2010.94865 Eh
Orbital gap: 8.61 eV



Molecular formula: C34H68BrI2O14P
Method: DFT, ωB97M-V/def2-TZVPD

```
120
Properties=species:S:1:pos:R:3
H 1.35139 -8.17757 2.09927
I -0.76102 -1.58643 -1.67689
C -3.50939 -1.36414 -0.24734
H -7.44111 0.65196 -3.77073
C 10.68307 1.41513 -3.48286
H 6.10273 5.56812 -1.09553
O 2.79981 5.54817 2.28387
C 3.00149 4.40512 2.95160
O -12.94146 -0.60572 3.45724
O -6.23874 -4.99317 -3.80788
H -10.15329 -0.44452 0.37413
H 4.63380 0.22012 1.64907
H 3.61229 1.30545 -0.47084
H 11.14157 3.27294 -2.44676
C 6.12743 7.62508 -1.77211
O -11.52836 -0.84420 1.79232
C 2.06123 7.44729 3.63418
O 2.45911 -2.18346 1.56153
C 6.34048 6.14071 -1.98734
H 3.08918 1.52945 2.01356
H -8.90914 -2.57789 0.55269
H -3.31845 -4.77795 -6.75726
O -0.12813 -6.81807 2.16717
H 11.71613 1.21213 -3.76573
C -2.07262 -1.87991 0.04184
H 2.96679 7.99254 3.37114
C -1.42095 -1.17002 1.23725
O -4.74901 -5.21081 -5.41166
H -2.16276 -2.95321 0.18258
H -6.61221 -2.34726 -1.33776
I -3.43231 0.77436 -0.52993
H 6.36505 8.17144 -2.68421
O 3.82404 3.63067 2.53143
C -5.12938 -5.33097 -4.12700
H 5.69235 5.78057 -2.78617
H 2.85126 4.56960 5.06795
C -6.29798 -0.45807 -2.33056
C -3.39424 -5.36830 -5.84560
C 2.32536 1.31751 1.27082
C 2.71319 1.80447 -0.10824
H 1.93332 -6.54061 2.29048
C -4.18212 -5.96622 -3.13793
H -5.45418 0.14462 -2.63910
H 0.99660 -6.54427 4.66279
H -0.07639 -4.43272 3.92213
H 6.07177 7.34588 0.78483
H 9.08038 1.39951 -0.60579
C 2.26543 4.15977 4.24626
H -8.28771 -0.78140 -3.13549
H -11.04182 -1.16841 5.04268
C -9.90136 -2.47697 0.99356
O 7.49225 3.60788 -1.52743
C 10.48451 2.89497 -3.23095
C -3.06197 -6.81533 -6.14403
H 1.91430 1.59339 -0.82064
H -2.19698 -0.71586 1.84752
H 4.68269 7.69215 1.78686
C 1.16188 -7.23851 2.61729
H 4.72978 6.17970 0.87286
H 2.16305 -7.85134 4.42268
H -10.63840 -2.87461 0.29596
P -4.14998 -2.27742 -1.73505
H -3.13431 -5.75359 -3.33636
H 1.42027 1.83090 1.59762
C 8.58989 3.15436 -1.70673
C -10.19792 -1.02321 1.29497
H -0.86317 -1.90940 1.79770
H 2.16978 3.08547 4.38565
H -2.04889 -6.89961 -6.53783
C -11.84917 -0.94929 3.09640
H 1.55219 6.97755 1.60902
H -6.96344 -0.93880 -4.31282
Br -7.17562 0.24287 -0.72318
C 4.99162 7.23546 0.85079
H -4.33906 -7.04410 -3.12627
H -3.75885 -7.21823 -6.87898
O 9.11793 3.20793 -2.94531
C 2.87905 -1.06492 1.40822
H 0.16015 -3.54026 2.41010
H 4.90196 -1.50052 1.85850
H -9.81833 -1.37318 3.80582
H -0.73626 -0.41101 0.89051
H -11.02358 -2.65088 4.07660
H -4.06445 -1.54192 0.67024
H 1.24934 8.16220 3.76426
H -4.40212 -5.57180 -2.15079
H 2.89973 2.87791 -0.09156
C -5.94160 -1.92715 -2.07890
C 9.35157 2.45442 -0.60597
H -9.94300 -3.09055 1.89414
C 1.19078 -7.46600 4.11431
H 10.02710 1.07875 -4.28542
O 3.12054 8.34422 -0.09104
O 1.98731 -0.07733 1.26183
H -9.46537 -0.58395 1.97345
H 0.79963 5.90175 2.76749
C 4.35198 -0.76343 1.27856
H -2.70351 -4.92341 -5.12869
C -10.85838 -1.57460 4.05147
C -7.33254 -0.38290 -3.45450
H -4.17133 -3.61012 -1.25755
H 10.44599 0.82242 -2.59912
H 1.36437 -4.69415 2.91130
H 7.37257 5.93945 -2.25911
H 9.05392 2.89271 0.34303
O 4.75484 7.93578 -1.49914
O -1.53619 -5.23805 1.58221
H 0.42201 -8.18351 4.40119
H -3.13611 -7.43622 -5.25117
H 10.72168 3.45665 -4.13297
H -6.15306 -2.47151 -2.99511
H 1.26304 4.58039 4.26977
C 0.29531 -4.49976 2.89972
H 2.24276 6.95441 4.59065
H 10.43206 2.55109 -0.68308
C -0.51400 -5.52681 2.14730
H 6.77630 8.02683 -0.99226
H 4.63847 -0.85344 0.23155
C 4.22830 7.90275 -0.26526
C 1.71561 6.45201 2.54803
```

Properties
Multiplicity: 1
Total charge: 0
Total energy: -5900.41076 Eh
Orbital gap: 8.38 eV



Molecular formula: C3H3NO
Method: DFT, ωB97M-V/def2-TZVPD

```
8
Properties=species:S:1:pos:R:3
C -0.91752 -0.39854 -0.09345
C 1.38400 0.07434 0.40157
N 2.32155 -0.42888 0.86223
O -0.86807 1.07671 0.51585
H 0.29481 1.01659 -1.18756
H -1.02593 -1.08885 0.74310
C 0.17956 0.54247 -0.21607
H -1.36840 -0.79385 -1.02566
```

Properties
Multiplicity: 1
SMILES: N#C[C@H]1CO1
Energy relative to the best compared isomer or geometry (same formula, charge and spin): 48.01 kcal per mole
Total charge: 0
Total energy: -246.01504 Eh
Orbital gap: 11.97 eV



Molecular formula: C16H25NO3
Method: DFT, ωB97M-V/def2-TZVPD

```
45
Properties=species:S:1:pos:R:3
H -1.95757 0.91730 -2.43903
C -2.78165 0.20253 1.23233
H 1.62283 1.53877 -1.53619
H 4.23440 -3.19704 1.03873
C 3.69921 -0.44338 -0.94635
C 2.14056 -2.93807 0.68964
H 3.09568 1.92912 -0.61873
H -5.64155 -1.56309 -0.93998
C 3.56976 -2.39602 0.70624
N 2.44401 -0.02571 -0.35692
H -3.02376 -0.00499 2.26251
H 4.47581 0.18513 -0.49969
C 2.15645 1.37394 -0.58597
H 1.48784 -1.49407 -1.54924
H 0.42121 -0.31401 -0.78904
O 2.22504 2.64846 1.42786
H 3.58589 -2.55088 -1.43632
C 4.03146 -1.91313 -0.67028
H 3.71849 -0.27529 -2.04061
C 1.07994 -1.84995 0.55058
H -4.35490 -2.80282 -0.90350
H 3.64234 -1.57556 1.41980
C -2.19549 0.70607 -1.40835
H -1.36982 1.70665 1.71711
C -3.13642 -0.25462 -1.09158
O -4.33878 -1.45127 0.67224
O -0.63186 2.35431 -0.86322
H 0.84280 1.14745 1.10408
H 5.11454 -2.02434 -0.75506
H 0.09729 -2.31511 0.44060
C -3.43663 -0.52174 0.23976
H -0.27457 3.40964 0.88828
C 1.33387 1.97044 0.56788
C 0.26105 2.94979 0.04546
H -3.62395 -0.78706 -1.89253
C 1.32396 -0.91065 -0.63345
H 1.75932 2.92389 2.22504
C -5.03543 -2.20297 -0.29011
H 1.06603 -1.24740 1.46023
C -1.53269 1.42414 -0.41664
H 1.95508 -3.48533 1.61732
H -5.69070 -2.86650 0.27218
C -1.84373 1.16436 0.91447
H 0.75476 3.74470 -0.52058
H 2.04110 -3.64993 -0.13421
```

Properties
Multiplicity: 1
SMILES: COc1ccc(OC[C@H](O)CN2CCCCCC2)cc1
Energy relative to the best compared isomer or geometry (same formula, charge and spin): 59.92 kcal per mole
Total charge: 0
Total energy: -905.10703 Eh
Orbital gap: 8.68 eV



Molecular formula: C4H2F3N3O2
Method: DFT, ωB97M-V/def2-TZVPD

```
14
Properties=species:S:1:pos:R:3
N 0.35260 0.68766 1.00735
N 1.51148 0.24789 1.06026
O -1.32525 -0.10037 -1.95873
H 2.93926 -1.15814 0.71879
C -0.70549 0.34009 0.21898
N -0.55477 0.04443 -1.03267
C -2.09059 0.40143 0.87649
F -1.92524 -0.09890 2.11723
F -2.33232 1.66050 0.97076
O 0.91273 0.27658 -1.52498
C 2.10948 -0.63053 0.23026
C 1.85439 -0.51064 -1.10679
H 2.37512 -0.93272 -1.89836
F -3.12139 -0.22730 0.32141
```

Properties
Multiplicity: 1
SMILES: [O-][N+]1=C(C(F)(F)F)N=NC=CO1
Energy relative to the best compared isomer or geometry (same formula, charge and spin): 57.47 kcal per mole
Total charge: 0
Total energy: -767.74208 Eh
Orbital gap (spin up / spin down): 8.11 / 8.11 eV